1.
ORCA calculation (ωB97M-V/def2-TZVPD) on 6 unconnected molecules or ions with the total composition C5H24N2O6 in a non-equilibrium geometry.

Cartesian coordinates (Å):
H 2.874 -0.997 0.676
O 2.746 1.319 -1.944
H 3.305 1.651 -2.721
H 0.327 -0.410 -2.694
H -0.753 -0.126 -0.708
H 1.406 -2.321 -2.442
H -0.081 -1.531 0.783
C 1.771 -0.620 0.544
H -2.673 -2.533 0.333
C -0.766 1.223 -2.374
H 2.338 1.207 1.598
H 1.890 1.048 -2.319
N 0.173 1.173 1.332
O -2.106 -2.007 0.878
H -2.506 -1.090 1.019
H 1.433 0.029 2.624
H 0.430 -2.127 -1.337
H 1.024 1.838 -0.525
O 0.362 0.560 -2.909
H -1.970 1.119 -0.601
C 1.460 0.491 1.583
O -1.346 -1.003 3.282
H -0.703 -0.557 2.722
H 1.660 -0.221 -0.507
H -1.661 -1.743 2.674
H -2.038 0.837 1.487
H 1.170 -2.435 1.294
H -0.292 2.764 0.087
O -2.904 0.434 1.634
H -1.667 0.883 -2.973
H -0.585 2.266 -2.561
H -0.001 1.905 2.019
N 0.867 -1.797 0.597
O 0.534 -2.036 -2.277
C -0.906 0.930 -0.884
H -2.861 0.113 2.641
C 0.051 1.766 -0.033

As for the relative energy (zero: lowest compared OMol25 entry of this formula, charge and spin): 90.8 kJ/mol. The electronic energy comes out at -765.8436 a.u. Its SMILES is NCCNCCCO.O.O.O.O.O. The orbital gap is 10.01 eV.

These are the Mulliken partial charges, in e, on atoms 1 to 5: atom 1 (H): 0.40, atom 2 (O): -0.67, atom 3 (H): 0.31, atom 4 (H): 0.42, atom 5 (H): -0.25

***

2.
ORCA calculation (ωB97M-V/def2-TZVPD) on a molecular structure, C34H40KN5OS3Se3Te.

Cartesian coordinates (Å):
Se 5.429 -3.058 -2.190
C -1.840 -1.988 -1.860
H -6.324 1.839 4.044
H 4.819 2.450 2.345
C 3.050 -1.225 -4.994
H -5.221 -2.565 1.213
H 3.941 -1.728 -5.342
H 2.187 -0.937 -6.935
S 1.610 2.909 -1.411
H -2.602 1.655 -2.977
C 2.072 -0.794 -5.867
N -2.956 -1.066 1.216
Se 5.622 -0.834 -1.575
Se 2.725 -5.802 -1.519
C 1.764 4.348 -0.292
S 2.614 4.526 2.385
C -1.506 -0.906 -1.028
H 2.799 4.684 -0.339
C 0.876 0.044 -3.977
H 3.873 2.931 -2.196
S 3.173 1.268 1.073
C 3.328 2.299 -1.495
H 0.428 4.587 1.411
H -1.223 -0.220 -7.848
H -2.311 0.989 2.828
C -5.699 -1.614 0.965
H 1.180 2.986 1.287
H -1.805 -1.310 3.217
C -0.974 -1.015 5.349
C -2.769 -0.429 -3.475
C -2.413 0.636 -2.661
C -0.179 0.322 -6.199
H 4.283 3.213 0.226
C 2.869 -1.021 -3.633
H -1.814 -3.603 -0.426
H -3.888 2.299 4.177
N -1.072 -1.198 2.538
H -1.931 -4.118 -2.124
H 4.032 1.143 3.264
C -3.818 -0.270 1.962
N 1.797 -0.400 -3.129
Te 3.804 -3.869 -0.410
C -5.623 1.256 3.461
H -2.747 -2.558 -3.709
C 3.865 1.986 2.590
K 1.653 -1.160 -0.368
H -0.403 -3.539 -1.462
H 1.567 -1.197 6.219
C -2.475 -1.724 -3.069
C 1.374 -1.282 2.272
C -6.076 0.252 2.616
C -1.794 0.397 -1.445
N -0.340 -0.367 -7.388
H 3.228 1.305 -1.931
C -1.486 -3.391 -1.445
H 1.946 2.483 3.435
H -3.312 -1.381 0.328
N -0.853 -1.119 0.190
H 3.614 -1.372 -2.924
H 3.636 -1.396 4.870
C 0.276 -1.148 4.506
H -3.252 -0.249 -4.427
H 1.134 5.123 -0.727
C -3.367 0.763 2.790
C 0.947 -0.137 -5.356
H -7.141 0.060 2.540
H -0.704 -0.969 6.405
C 2.914 2.958 3.271
H 0.028 -1.302 -7.434
C 1.514 -1.214 5.134
H -1.530 -0.104 5.109
C 2.584 -1.332 2.987
H -1.657 -1.864 5.224
H -1.499 1.218 -0.802
C -5.200 -0.518 1.866
H 3.518 -1.405 2.428
C -4.263 1.509 3.538
C 2.671 -1.318 4.374
C 4.084 2.222 -0.183
C 1.342 4.051 1.153
H 3.318 3.266 4.238
H 0.012 0.542 -3.551
H 5.023 1.695 -0.369
H -6.777 -1.732 1.066
C 0.251 -1.205 3.101
H -5.476 -1.398 -0.085
C -1.536 -1.101 1.277
O -0.922 1.241 -5.912

As for the relative energy (zero: lowest compared OMol25 entry of this formula, charge and spin): 155.4 kJ/mol. Its charge is -2. The electronic energy comes out at -10935.5619 a.u. The orbital gap is 3.90 eV.

These are the Mulliken partial charges, in e, on atoms 1 to 5: atom 1 (Se): -0.38, atom 2 (C): 1.74, atom 3 (H): 0.37, atom 4 (H): 0.42, atom 5 (C): -0.62

***

3.
ORCA calculation (ωB97M-V/def2-TZVPD) on 2 unconnected molecules or ions with the total composition C37H23BF6 in a non-equilibrium geometry.

Cartesian coordinates (Å):
H -1.377 -5.322 -3.582
B -0.342 -0.118 -1.944
H -0.245 -0.130 -0.690
H 3.876 3.867 3.153
H 0.633 -4.121 -4.503
C 3.291 1.851 -3.664
H -0.297 2.801 2.780
H 4.614 -1.086 3.369
C 1.012 1.128 -3.888
C -2.543 0.519 -3.381
C 3.472 1.743 3.073
H 4.170 1.406 -1.719
H 2.081 2.149 -5.445
C -0.536 -1.644 -2.435
C 2.130 1.749 -4.434
C 0.305 -0.055 2.682
H 4.507 1.428 3.201
F -0.929 2.380 -0.730
H -3.591 -1.556 4.769
H -3.909 1.653 1.891
H -3.075 3.695 -1.269
C -3.636 1.332 -3.673
C 1.104 1.161 2.709
C 1.760 3.468 2.930
F 1.357 -1.765 -3.936
H -1.145 -1.660 4.385
H 4.190 -3.559 3.597
C -1.752 -0.965 3.801
C 3.292 1.337 -2.362
C -3.849 2.489 -2.920
C -1.637 0.784 -2.350
C 2.050 -3.375 3.352
C 0.750 2.510 2.792
H -1.470 1.530 1.485
C -1.937 -3.663 -2.311
C -1.861 1.973 -1.669
C -1.938 0.856 2.205
C -3.121 -0.880 4.048
F -2.453 -1.744 -1.033
H -4.706 3.131 -3.117
C 1.201 -1.168 2.907
C 3.613 -1.499 3.293
F -0.063 1.005 -4.727
C -1.134 -4.309 -3.259
C -1.128 -0.088 2.871
H -0.056 -2.907 3.074
C 2.542 -0.655 3.029
C -0.022 -3.640 -3.781
C -3.903 0.060 3.367
H -4.319 1.049 -4.476
C -2.946 2.813 -1.898
H -2.795 -4.157 -1.854
C 0.257 -2.343 -3.355
C 0.960 -2.530 3.109
C 2.483 0.785 2.913
H -4.978 0.114 3.552
C 3.358 -2.872 3.433
H 4.187 2.323 -4.068
C -3.306 0.926 2.441
H 1.495 4.522 2.952
C 0.965 0.599 -2.595
C -1.623 -2.366 -1.935
H 1.876 -4.442 3.479
C 3.108 3.096 3.060
F 2.198 0.203 -0.597
F -2.361 -0.542 -4.230
C 2.141 0.726 -1.869

As for the relative energy (zero: lowest compared OMol25 entry of this formula, charge and spin): 236.5 kJ/mol. The electronic energy comes out at -2047.7295 a.u. The orbital gap is 3.70 eV.

These are the Mulliken partial charges, in e, on atoms 1 to 5: atom 1 (H): 0.36, atom 2 (B): 1.47, atom 3 (H): -0.53, atom 4 (H): 0.41, atom 5 (H): 0.45